Entry 1:
{
  "formula": "C16H12BN4O4S2Sn",
  "method": "wB97M-V/def2-TZVPD",
  "species": ["Sn", "C", "O", "C", "O", "N", "N", "H", "H", "H", "H", "H", "H", "S", "C", "C", "C", "C", "N", "C", "C", "C", "S", "C", "N", "H", "H", "O", "B", "O", "C", "C", "C", "C", "C", "C", "H", "H", "H", "H"],
  "coordinates": [[-0.03, -0.21, -0.20], [-3.73, 2.16, -2.67], [-2.39, 2.71, -2.57], [-1.51, 1.98, -1.93], [-1.73, 0.88, -1.42], [-0.29, 2.57, -1.89], [0.73, 1.88, -1.23], [-4.29, 2.89, -3.24], [-4.16, 2.03, -1.68], [-3.70, 1.20, -3.19], [-0.11, 3.44, -2.36], [1.14, 2.46, -0.50], [1.47, 1.60, -1.87], [2.33, -0.49, 0.11], [2.60, -1.76, -1.08], [3.92, -2.16, -1.26], [4.26, -3.14, -2.18], [5.64, -3.52, -2.34], [6.75, -3.79, -2.44], [3.25, -3.74, -2.95], [1.93, -3.35, -2.77], [1.59, -2.38, -1.83], [-0.14, -2.04, -1.69], [3.56, -4.74, -3.93], [3.78, -5.54, -4.73], [4.70, -1.70, -0.67], [1.16, -3.82, -3.36], [-1.82, -0.32, 2.43], [-1.04, 0.50, 1.67], [-0.79, 1.72, 2.23], [-1.46, 1.67, 3.46], [-1.52, 2.62, 4.45], [-2.25, 2.28, 5.58], [-2.88, 1.05, 5.70], [-2.81, 0.09, 4.69], [-2.09, 0.44, 3.58], [-1.02, 3.58, 4.35], [-2.32, 2.99, 6.39], [-3.44, 0.82, 6.60], [-3.29, -0.88, 4.78]],
  "lowdin_charge": [0.99, 0.02, 0.04, -0.55, -0.05, 0.06, 0.00, 0.11, 0.10, 0.11, 0.18, 0.13, 0.12, 0.65, -0.64, -0.05, -0.17, -0.16, 0.20, -0.17, -0.05, -0.63, 0.69, -0.16, 0.20, 0.13, 0.13, 0.17, -0.62, 0.15, -0.17, 0.02, -0.06, -0.06, 0.03, -0.17, 0.13, 0.11, 0.11, 0.13],
  "total_charge": 1,
  "multiplicity": 1,
  "gap_ev": 8.57,
  "largest_force_ev_per_a": 0.454
}


Entry 2:
{
  "formula": "CH6N3O3",
  "method": "wB97M-V/def2-TZVPD",
  "species": ["C", "N", "N", "N", "O", "O", "O", "H", "H", "H", "H", "H", "H"],
  "coordinates": [[-0.07, -0.17, 0.47], [0.02, -0.26, 1.81], [0.38, 0.96, -0.18], [-0.81, -1.09, -0.15], [0.40, 1.17, -1.60], [1.27, 1.82, 0.46], [-1.18, -0.99, -1.44], [0.41, 0.58, 2.16], [0.11, -1.13, 2.21], [-1.15, -1.84, 0.46], [-0.35, 0.48, -1.90], [1.77, 2.15, -0.32], [-0.80, -1.68, -1.99]],
  "lowdin_charge": [-0.26, 0.24, -0.12, 0.04, 0.05, 0.09, 0.05, 0.12, 0.11, 0.20, 0.16, 0.15, 0.16],
  "total_charge": 1,
  "multiplicity": 1,
  "gap_ev": 10.57,
  "de_lowest_kcal_mol": 8.1,
  "largest_force_ev_per_a": 3.424
}


Entry 3:
{
  "formula": "CH5EuO2",
  "method": "wB97M-V/def2-TZVPD",
  "species": ["C", "H", "H", "H", "O", "Eu", "H", "O", "H"],
  "coordinates": [[-0.22, 0.29, -1.34], [-0.68, -0.31, -2.15], [-0.39, 1.35, -1.59], [0.87, 0.11, -1.41], [-0.76, -0.06, -0.09], [-2.39, 0.86, 1.33], [0.55, -0.82, 1.23], [1.37, -1.10, 1.75], [1.64, -0.33, 2.26]],
  "lowdin_spin": [0.00, 0.00, 0.00, 0.00, -0.02, 7.02, 0.00, 0.00, 0.00],
  "s2": 15.762,
  "total_charge": -1,
  "multiplicity": 8,
  "gap_ev": [4.64, 4.45],
  "largest_force_ev_per_a": 1.229
}


Entry 4:
{
  "formula": "C35H43ClP2PbSi2",
  "method": "wB97M-V/def2-TZVPD",
  "species": ["C", "C", "C", "H", "C", "C", "H", "H", "H", "H", "Pb", "Si", "C", "C", "H", "C", "H", "C", "H", "C", "H", "C", "H", "C", "C", "H", "C", "H", "C", "H", "C", "H", "C", "H", "H", "Si", "C", "C", "H", "C", "H", "C", "H", "C", "H", "C", "H", "C", "C", "H", "C", "H", "C", "H", "C", "H", "C", "H", "H", "Cl", "C", "P", "C", "C", "C", "P", "C", "C", "H", "H", "H", "H", "H", "H", "H", "H", "H", "H", "H", "H", "H", "H", "H", "H"],
  "coordinates": [[-1.77, -0.99, 5.27], [-2.63, -0.38, 4.31], [-2.71, -1.22, 3.18], [-3.25, 0.49, 4.51], [-1.94, -2.38, 3.43], [-1.38, -2.26, 4.74], [-0.91, -3.05, 5.32], [-1.56, -0.62, 6.28], [-3.39, -1.08, 2.33], [-1.92, -3.29, 2.81], [0.46, -0.56, 3.21], [2.84, -0.09, -5.23], [1.88, 1.40, -5.75], [2.33, 2.21, -6.82], [3.25, 1.94, -7.35], [1.59, 3.34, -7.18], [1.93, 3.96, -8.01], [0.42, 3.68, -6.49], [-0.15, 4.57, -6.78], [-0.02, 2.87, -5.43], [-0.94, 3.12, -4.89], [0.71, 1.74, -5.05], [0.37, 1.12, -4.21], [1.95, -1.64, -5.71], [0.75, -1.58, -6.44], [0.33, -0.61, -6.75], [0.08, -2.77, -6.77], [-0.86, -2.71, -7.32], [0.61, -4.01, -6.40], [0.08, -4.94, -6.67], [1.82, -4.06, -5.69], [2.23, -5.03, -5.40], [2.50, -2.89, -5.35], [3.44, -2.93, -4.79], [3.04, -0.04, -3.76], [-0.19, -0.28, 0.48], [-0.88, -1.90, -0.11], [-1.99, -1.91, -0.96], [-2.48, -0.97, -1.22], [-2.47, -3.12, -1.45], [-3.31, -3.11, -2.13], [-1.89, -4.34, -1.09], [-2.26, -5.28, -1.49], [-0.81, -4.32, -0.21], [-0.35, -5.26, 0.10], [-0.29, -3.12, 0.29], [0.53, -3.13, 1.02], [-1.35, 1.10, -0.01], [-2.58, 1.42, 0.63], [-2.85, 0.93, 1.56], [-3.42, 2.39, 0.06], [-4.36, 2.63, 0.54], [-3.08, 3.06, -1.11], [-3.76, 3.80, -1.56], [-1.86, 2.76, -1.71], [-1.56, 3.27, -2.62], [-0.99, 1.80, -1.17], [-0.03, 1.61, -1.64], [4.14, -0.07, -5.96], [1.75, -0.20, -0.31], [1.59, 2.49, 2.16], [0.28, 2.10, 3.45], [-1.40, 2.82, 3.88], [1.24, 2.64, 4.90], [0.78, 1.87, 6.15], [1.21, -0.03, 6.09], [2.65, 0.19, 7.17], [1.77, -1.91, 5.54], [2.33, 1.68, 2.23], [2.10, 3.44, 2.39], [1.21, 2.52, 1.13], [-1.41, 3.89, 4.10], [-2.12, 2.61, 3.08], [-1.75, 2.32, 4.79], [2.31, 2.46, 4.67], [1.13, 3.73, 5.06], [1.26, 2.27, 7.06], [-0.33, 1.94, 6.27], [2.19, 0.37, 8.15], [3.26, -0.70, 7.25], [3.30, 1.03, 6.90], [2.84, -2.02, 5.75], [1.19, -2.55, 6.23], [1.58, -2.24, 4.50]],
  "lowdin_charge": [-0.17, -0.14, -0.10, 0.11, -0.16, -0.16, 0.11, 0.09, 0.12, 0.12, 1.08, 0.70, -0.36, -0.09, 0.10, -0.08, 0.11, -0.08, 0.11, -0.10, 0.08, -0.12, 0.09, -0.34, -0.09, 0.10, -0.09, 0.11, -0.08, 0.11, -0.09, 0.10, -0.11, 0.10, -0.04, 0.24, -0.36, -0.08, 0.11, -0.05, 0.11, -0.04, 0.12, -0.07, 0.11, -0.13, 0.09, -0.34, -0.11, 0.07, -0.06, 0.12, -0.04, 0.13, -0.05, 0.10, -0.10, 0.08, -0.01, 0.35, -0.24, 0.77, -0.21, -0.42, -0.34, 0.98, -0.28, -0.25, 0.04, 0.06, 0.03, 0.07, 0.03, 0.03, 0.09, 0.12, 0.10, 0.07, 0.07, 0.04, 0.07, 0.05, 0.05, -0.05],
  "total_charge": 2,
  "multiplicity": 1,
  "gap_ev": [3.60, 3.65],
  "de_lowest_kcal_mol": 87.6,
  "largest_force_ev_per_a": 2.365
}


Entry 5:
{
  "formula": "C4HF7O3",
  "method": "wB97M-V/def2-TZVPD",
  "species": ["O", "C", "O", "C", "F", "F", "F", "O", "C", "F", "F", "C", "F", "F", "H"],
  "coordinates": [[-0.59, 2.10, -0.82], [-0.51, 1.32, 0.05], [-1.49, 1.03, 0.96], [-2.54, 0.22, 0.58], [-2.18, -1.06, 0.66], [-2.93, 0.47, -0.66], [-3.53, 0.45, 1.42], [0.62, 0.63, 0.41], [1.28, -0.04, -0.60], [0.40, -0.63, -1.43], [2.03, 0.79, -1.34], [2.19, -1.12, 0.01], [1.47, -1.87, 0.86], [3.19, -0.53, 0.69], [2.59, -1.76, -0.78]],
  "lowdin_charge": [0.26, -0.47, 0.19, -0.68, 0.19, 0.20, 0.21, 0.18, -0.52, 0.16, 0.18, -0.29, 0.11, 0.11, 0.18],
  "total_charge": 0,
  "multiplicity": 1,
  "gap_ev": 13.12,
  "largest_force_ev_per_a": 0.433
}


Entry 6:
{
  "formula": "C13H20O2",
  "method": "wB97M-V/def2-TZVPD",
  "species": ["C", "C", "C", "C", "C", "C", "C", "C", "C", "C", "C", "C", "C", "H", "H", "H", "H", "H", "H", "H", "H", "H", "H", "H", "H", "H", "H", "H", "H", "H", "H", "H", "H", "O", "O"],
  "coordinates": [[2.24, -1.10, -2.24], [3.19, -0.47, -1.20], [2.99, 1.02, -0.93], [1.61, 1.47, -0.49], [-0.11, 1.19, 0.94], [-0.44, 2.10, 1.94], [-1.77, 2.37, 2.26], [-2.76, 1.72, 1.59], [-2.44, 0.68, 0.70], [-1.10, 0.42, 0.38], [-0.33, -1.86, 0.16], [-0.59, -2.92, -0.85], [-2.12, -3.13, -1.06], [1.23, -0.82, -2.01], [2.49, -0.67, -3.22], [2.28, -2.23, -2.39], [3.13, -1.03, -0.23], [4.29, -0.50, -1.50], [3.25, 1.63, -1.83], [3.72, 1.36, -0.13], [1.58, 2.54, -0.35], [0.83, 1.30, -1.26], [0.38, 2.58, 2.44], [-2.03, 3.07, 3.09], [-3.85, 1.95, 1.69], [-3.27, 0.07, 0.27], [0.70, -1.68, 0.49], [-0.91, -2.00, 1.06], [0.00, -2.74, -1.80], [-0.13, -3.83, -0.41], [-2.51, -2.21, -1.51], [-2.28, -3.96, -1.72], [-2.77, -3.30, -0.21], [1.25, 0.87, 0.72], [-0.80, -0.67, -0.42]],
  "lowdin_charge": [-0.11, -0.26, -0.20, -0.24, -0.20, 0.00, -0.10, -0.10, 0.01, -0.21, -0.23, -0.21, -0.08, 0.03, 0.07, 0.10, 0.11, 0.11, 0.12, 0.13, 0.12, 0.13, 0.12, 0.12, 0.12, 0.13, 0.12, 0.13, 0.11, 0.11, 0.07, 0.06, 0.06, -0.05, -0.09],
  "total_charge": 0,
  "multiplicity": 1,
  "gap_ev": 10.07,
  "de_lowest_kcal_mol": 20.1,
  "largest_force_ev_per_a": 2.465
}


Entry 7:
{
  "formula": "C12H48AsF6O12",
  "method": "wB97M-V/def2-TZVPD",
  "species": ["As", "F", "F", "F", "F", "F", "F", "O", "H", "H", "O", "H", "H", "O", "H", "H", "O", "H", "H", "O", "H", "H", "O", "H", "H", "O", "H", "H", "O", "H", "H", "C", "C", "C", "O", "H", "H", "H", "H", "H", "H", "H", "H", "C", "C", "C", "O", "H", "H", "H", "H", "H", "H", "H", "H", "C", "C", "C", "O", "H", "H", "H", "H", "H", "H", "H", "H", "C", "C", "C", "O", "H", "H", "H", "H", "H", "H", "H", "H"],
  "coordinates": [[-1.09, 0.20, 0.93], [-2.82, 0.44, 0.55], [-0.68, 1.52, -0.16], [0.65, -0.17, 1.40], [-1.43, -1.23, 1.98], [-0.83, -0.85, -0.50], [-1.21, 1.42, 2.21], [2.31, -2.12, 2.26], [1.76, -1.43, 1.88], [2.22, -2.01, 3.20], [-2.94, 1.44, -2.75], [-3.62, 0.77, -2.80], [-2.62, 1.39, -1.85], [-0.63, 3.55, -2.45], [-1.30, 2.92, -2.70], [0.01, 3.05, -1.96], [0.27, 4.80, 1.08], [1.01, 4.88, 0.47], [-0.02, 3.89, 0.99], [0.88, -1.88, 4.52], [0.34, -1.21, 4.94], [0.40, -2.11, 3.72], [-2.17, 2.80, 4.57], [-1.66, 3.49, 4.99], [-1.74, 2.66, 3.72], [-1.43, -0.01, 5.01], [-1.82, 0.81, 5.32], [-1.19, 0.16, 4.10], [0.51, -3.12, -1.47], [-0.12, -2.42, -1.28], [0.84, -2.92, -2.35], [5.08, 1.70, 4.44], [3.91, 1.89, 3.49], [4.31, 1.38, 2.08], [2.88, 1.09, 3.94], [5.43, 0.66, 4.47], [4.97, 1.96, 5.50], [5.96, 2.23, 4.08], [3.51, 2.90, 3.57], [4.81, 0.41, 2.01], [4.94, 2.09, 1.54], [3.46, 1.12, 1.45], [2.53, 0.55, 3.23], [4.71, -0.26, -2.74], [3.26, -0.54, -2.50], [2.78, 0.09, -1.19], [2.40, 0.09, -3.50], [4.80, -0.46, -3.81], [5.46, -0.87, -2.22], [4.88, 0.81, -2.67], [3.08, -1.61, -2.54], [1.78, -0.19, -0.86], [2.88, 1.16, -1.05], [3.38, -0.38, -0.40], [1.59, -0.38, -3.28], [0.53, -2.21, -5.37], [-0.76, -1.79, -4.69], [-1.78, -2.80, -4.17], [-0.43, -0.95, -3.58], [0.23, -2.85, -6.20], [1.37, -2.69, -4.85], [1.04, -1.34, -5.78], [-1.30, -1.19, -5.43], [-2.62, -2.35, -3.65], [-1.25, -3.46, -3.48], [-2.17, -3.38, -5.01], [-1.26, -0.77, -3.14], [-5.84, -1.51, -0.67], [-5.86, -0.24, 0.20], [-5.31, -0.61, 1.66], [-5.03, 0.74, -0.36], [-6.75, -2.12, -0.67], [-5.04, -2.09, -0.21], [-5.49, -1.40, -1.70], [-6.87, 0.11, 0.42], [-6.11, -1.21, 2.10], [-5.46, 0.36, 2.12], [-4.33, -1.08, 1.78], [-4.18, 0.69, 0.08]],
  "lowdin_charge": [0.98, -0.24, -0.25, -0.28, -0.25, -0.26, -0.24, -0.07, -0.03, -0.01, -0.04, 0.03, 0.01, -0.05, -0.01, 0.01, -0.05, 0.03, 0.00, -0.05, 0.01, 0.03, -0.04, 0.05, 0.01, -0.05, 0.01, -0.01, -0.05, -0.01, 0.00, -0.07, -0.48, -0.05, -0.05, 0.08, 0.07, 0.07, 0.13, 0.09, 0.08, 0.05, 0.06, -0.06, -0.47, -0.06, -0.07, 0.07, 0.08, 0.08, 0.13, 0.05, 0.08, 0.07, 0.03, -0.05, -0.47, -0.04, -0.07, 0.08, 0.08, 0.08, 0.13, 0.08, 0.07, 0.08, 0.06, -0.06, -0.47, -0.05, -0.06, 0.07, 0.07, 0.06, 0.12, 0.07, 0.08, 0.06, 0.00],
  "total_charge": -1,
  "multiplicity": 1,
  "gap_ev": 9.61,
  "de_lowest_kcal_mol": 0.0,
  "largest_force_ev_per_a": 2.767
}


Entry 8:
{
  "formula": "C6H13O2S",
  "method": "wB97M-V/def2-TZVPD",
  "species": ["C", "C", "C", "O", "O", "H", "H", "H", "H", "H", "C", "C", "C", "S", "H", "H", "H", "H", "H", "H", "H", "H"],
  "coordinates": [[-2.16, 0.47, 0.91], [-3.04, 1.58, 1.49], [-0.70, 0.96, 0.66], [-0.57, 1.84, -0.21], [0.18, 0.38, 1.34], [-2.15, -0.40, 1.58], [-2.56, 0.15, -0.06], [-3.04, 2.42, 0.81], [-2.65, 1.88, 2.47], [-4.03, 1.17, 1.71], [2.01, -0.06, -1.30], [3.33, -0.31, -0.58], [0.08, -2.03, -0.92], [1.30, -1.50, -2.10], [1.30, 0.28, -0.55], [2.06, 0.83, -1.94], [3.30, -0.12, 0.50], [4.16, 0.29, -0.98], [-0.41, -2.84, -1.45], [0.52, -2.42, 0.00], [-0.61, -1.23, -0.67], [3.68, -1.34, -0.68]],
  "lowdin_charge": [-0.21, -0.13, -0.77, -0.06, -0.10, 0.09, 0.09, 0.06, 0.07, 0.05, -0.56, -0.18, -0.43, 0.76, 0.02, 0.07, 0.06, 0.05, 0.01, 0.04, 0.01, 0.04],
  "total_charge": -1,
  "multiplicity": 1,
  "gap_ev": 7.66,
  "de_lowest_kcal_mol": 0.0,
  "largest_force_ev_per_a": 1.175
}


Entry 9:
{
  "formula": "C7H11NO3",
  "method": "wB97M-V/def2-TZVPD",
  "species": ["C", "C", "C", "C", "C", "C", "C", "H", "H", "H", "H", "H", "H", "H", "H", "H", "H", "H", "N", "O", "O", "O"],
  "coordinates": [[-1.76, 0.42, -2.46], [-1.39, 0.18, -0.92], [1.10, -0.89, -1.36], [1.47, -1.94, -0.45], [1.37, -1.33, 0.92], [0.24, -0.44, 0.81], [0.40, 1.00, 1.39], [-0.86, 0.84, -2.82], [-1.80, -0.52, -3.05], [-2.73, 0.92, -2.87], [1.08, -1.27, -2.47], [2.03, -0.22, -1.44], [2.58, -2.19, -0.61], [0.98, -3.02, -0.38], [1.36, -1.93, 1.91], [2.31, -0.83, 1.43], [-0.66, -0.86, 1.11], [-1.27, 1.55, 0.32], [-0.13, -0.42, -0.67], [-2.07, 0.34, 0.11], [-0.63, 1.98, 1.12], [1.37, 1.24, 2.01]],
  "lowdin_charge": [0.02, -0.37, -0.18, -0.25, -0.19, -0.20, -0.39, 0.04, 0.08, 0.12, 0.16, 0.15, 0.14, 0.16, 0.16, 0.15, 0.13, 0.10, 0.02, 0.02, -0.01, 0.13],
  "total_charge": 0,
  "multiplicity": 1,
  "gap_ev": 10.11,
  "de_lowest_kcal_mol": 86.2,
  "largest_force_ev_per_a": 7.169
}


Entry 10:
{
  "formula": "C17H29N4ORuS2",
  "method": "wB97M-V/def2-TZVPD",
  "species": ["Ru", "N", "C", "C", "N", "C", "C", "N", "H", "H", "H", "H", "H", "H", "H", "H", "H", "H", "H", "H", "H", "S", "C", "C", "C", "C", "C", "C", "C", "C", "C", "N", "H", "H", "H", "H", "H", "H", "C", "C", "S", "O", "C", "C", "H", "H", "H", "H", "H", "H", "H", "H", "H", "H"],
  "coordinates": [[0.74, 0.44, -0.50], [2.84, 0.78, 0.68], [2.22, 1.11, 1.97], [1.57, 2.49, 1.88], [0.56, 2.49, 0.82], [0.39, 3.72, 0.06], [0.14, 3.37, -1.41], [1.23, 2.50, -1.86], [3.40, -0.07, 0.76], [3.47, 1.53, 0.40], [2.94, 1.10, 2.80], [1.44, 0.36, 2.19], [2.34, 3.23, 1.63], [1.13, 2.76, 2.85], [-0.34, 2.18, 1.18], [1.30, 4.32, 0.12], [-0.44, 4.33, 0.45], [0.06, 4.29, -2.01], [-0.80, 2.80, -1.51], [2.12, 2.98, -1.72], [1.14, 2.28, -2.84], [0.39, -2.51, -4.04], [-0.15, -0.99, -4.64], [-0.05, 0.01, -3.71], [0.46, -0.43, -2.46], [0.75, -1.79, -2.49], [1.32, -2.54, -1.41], [1.76, -3.87, -1.58], [2.32, -4.53, -0.51], [2.45, -3.87, 0.71], [2.00, -2.56, 0.79], [1.46, -1.91, -0.23], [-0.49, -0.92, -5.65], [-0.35, 1.02, -3.92], [1.64, -4.34, -2.54], [2.66, -5.55, -0.61], [2.88, -4.35, 1.57], [2.07, -2.02, 1.73], [-3.98, 1.80, 0.49], [-3.95, 0.36, 0.95], [-2.29, -0.05, 1.63], [-1.34, 0.31, 0.51], [-2.36, -1.90, 1.56], [-2.28, -2.46, 2.97], [-4.95, 2.02, 0.05], [-3.22, 1.96, -0.27], [-3.82, 2.49, 1.32], [-4.16, -0.32, 0.12], [-4.65, 0.18, 1.77], [-1.50, -2.19, 0.96], [-3.27, -2.21, 1.07], [-1.34, -2.18, 3.45], [-2.33, -3.55, 2.94], [-3.11, -2.11, 3.58]],
  "lowdin_spin": [3.90, 0.10, 0.02, 0.01, 0.09, 0.01, 0.02, 0.14, 0.00, 0.00, 0.00, 0.00, 0.00, 0.00, 0.00, 0.00, 0.00, 0.00, 0.00, 0.00, 0.00, 0.04, 0.00, 0.04, 0.21, 0.10, 0.01, 0.01, 0.00, 0.01, 0.01, 0.11, 0.00, 0.00, 0.00, 0.00, 0.00, 0.00, 0.00, 0.01, 0.02, 0.11, 0.00, 0.00, 0.00, 0.00, 0.00, 0.00, 0.00, 0.00, 0.00, 0.00, 0.00, 0.00],
  "s2": 8.762,
  "total_charge": 2,
  "multiplicity": 6,
  "gap_ev": [8.37, 6.07],
  "de_lowest_kcal_mol": 22.4,
  "largest_force_ev_per_a": 1.472
}